Entry 1:
Molecular formula: C3H5N6
Method: DFT, ωB97M-V/def2-TZVPD

Last column: natural (NBO) charge in e.
Geometry (Å):
C (-1.55384, -0.13004, 0.02138)  0.38
C (0.45007, -0.19402, 0.23899)  0.72
C (-2.99261, -0.11388, 0.02667)  -0.66
N (-1.02215, -1.33657, -0.21702)  -0.15
N (0.28642, -1.39921, -0.04156)  -0.24
N (4.54584, -0.07005, 0.04342)  -0.40
N (2.58813, 1.10381, -0.05320)  -0.11
N (3.52240, 0.51250, -0.13283)  0.30
N (-0.55999, 0.72104, 0.35154)  -0.56
H (-3.15471, -1.06911, -0.46899)  0.28
H (-3.44654, -0.12751, 1.08772)  0.28
H (-3.23383, 0.73137, -0.59469)  0.25
H (5.18442, -0.35891, -0.65164)  0.42
H (-0.61361, 1.73059, 0.39022)  0.49

Values from the calculation:
E_LUMO (alpha / beta)	-0.2838 / -0.2838	Ha
ΔE to the lowest compared entry with this formula, charge and spin	468.3	kJ/mol
net charge	+1
strongest force on any atom	4.46	eV/A
E_tot	-12118.01812	eV
HOMO level (alpha / beta)	-14.740 / -14.740	eV
gap between HOMO and LUMO (alpha / beta)	7.0 / 7.0	eV

=====

Entry 2:
Molecular formula: C7H58NO30S3
Method: DFT, ωB97M-V/def2-TZVPD

Last column: Mulliken charge in e.
Geometry (Å):
C (-2.98689, -4.12632, 1.27806)  -0.42
C (-1.68787, -3.95387, 0.24008)  0.58
O (-0.69817, -4.86458, 0.14920)  -0.64
O (-1.64533, -2.68958, -0.56578)  -0.13
C (-0.24367, -2.31265, -0.85496)  0.42
O (0.08630, -2.17438, -2.16866)  -0.40
C (0.92817, -2.06319, 0.28046)  -0.36
S (2.52118, -1.33048, -0.41371)  1.04
O (3.54513, -1.16495, 0.73452)  -0.64
O (3.11443, -2.44242, -1.36465)  -0.73
N (2.29330, 0.08143, -1.41551)  -0.26
S (2.45633, 1.57040, -0.51743)  0.79
O (2.29100, 2.73137, -1.57454)  -0.68
O (3.87532, 1.79208, 0.10553)  -0.66
C (1.05223, 1.86148, 0.73552)  -0.44
C (-0.37963, 1.95304, -0.08408)  -0.09
C (-1.71109, 1.93372, 0.87193)  -0.07
S (-1.72419, 3.21214, 2.24318)  -0.26
H (-2.64398, -4.59669, 2.30839)  0.07
H (-3.85755, -4.74901, 0.78960)  0.27
H (-3.40080, -3.01987, 1.44602)  0.14
H (1.22392, -3.14914, 0.67742)  0.47
H (0.53086, -1.49078, 1.24764)  0.07
H (1.20818, 2.94075, 1.22136)  0.45
H (1.05679, 1.07735, 1.60878)  -0.03
H (-0.47761, 1.05425, -0.85983)  0.08
H (-0.39997, 2.98348, -0.67637)  0.18
H (-1.78579, 0.85747, 1.35524)  -0.13
H (-2.66313, 2.15926, 0.19676)  0.39
H (-0.72449, 2.93166, 3.18789)  0.07
O (1.73498, 2.40995, -4.41410)  -0.63
H (1.91386, 1.91743, -3.59901)  0.32
H (1.69706, 1.72474, -5.09823)  0.27
O (-4.15669, -4.97344, 4.27916)  -0.59
H (-4.71014, -4.89655, 5.07082)  0.26
H (-3.85420, -5.89391, 4.29337)  0.31
O (2.83002, 5.89610, -1.27988)  -0.75
H (2.72776, 4.98049, -1.58012)  0.38
H (2.33954, 6.41385, -1.93589)  0.34
O (-2.61898, -1.33957, 2.88804)  -0.50
H (-3.45944, -0.90773, 3.10271)  0.26
H (-2.25928, -1.59402, 3.75108)  0.24
O (-4.04700, 3.43839, -0.05276)  -0.56
H (-4.95309, 3.65647, 0.21253)  0.24
H (-3.70589, 4.26610, -0.42359)  0.27
O (0.32791, 7.01020, -1.40132)  -0.60
H (0.94284, 7.11744, -0.66017)  0.32
H (-0.34146, 7.69458, -1.25117)  0.28
O (5.65644, 3.65715, 1.48257)  -0.65
H (5.03855, 2.93912, 1.27868)  0.40
H (6.42792, 3.46680, 0.92798)  0.30
O (0.34380, -6.09774, -2.81100)  -0.64
H (-0.26068, -5.82925, -2.10287)  0.28
H (1.20519, -6.16192, -2.37182)  0.33
O (-1.84839, -6.00210, 4.08981)  -0.59
H (-1.31363, -6.77980, 3.87041)  0.31
H (-1.24964, -5.44529, 4.60985)  0.27
O (-1.49337, 2.15228, -3.51303)  -0.52
H (-0.61151, 2.29303, -3.88913)  0.35
H (-2.09611, 2.43421, -4.21745)  0.21
O (5.81977, 5.82788, -1.62391)  -0.71
H (4.91368, 6.04596, -1.35862)  0.39
H (6.16088, 6.65559, -1.99474)  0.31
O (-2.65943, 6.03823, -2.06611)  -0.59
H (-1.77756, 6.17897, -2.44220)  0.31
H (-3.26217, 6.32016, -2.77052)  0.29
O (0.06527, -8.74783, 3.98416)  -0.62
H (0.24415, -9.24035, 4.79924)  0.31
H (0.02735, -9.43304, 3.30003)  0.31
O (-0.39315, 0.92890, 4.50187)  -0.54
H (-0.99764, 1.19739, 5.21000)  0.27
H (0.46823, 0.86471, 4.94105)  0.30
O (-3.69071, -0.70359, -2.04955)  -0.60
H (-2.76407, -0.68075, -2.33196)  0.28
H (-4.01969, -1.54758, -2.39371)  0.28
O (2.27797, -0.44015, -5.38256)  -0.61
H (2.45685, -0.93267, -4.56747)  0.31
H (2.24005, -1.12536, -6.06669)  0.28
O (1.08547, -1.58285, 3.86632)  -0.59
H (1.70040, -1.47560, 4.60747)  0.28
H (0.41610, -0.89846, 4.01647)  0.32
O (0.54648, -3.27907, -4.68094)  -0.62
H (-0.00697, -3.20219, -3.88928)  0.31
H (0.84897, -4.19955, -4.66673)  0.30
O (5.92335, 5.80190, -4.55655)  -0.65
H (5.25774, 6.50115, -4.63994)  0.29
H (5.89656, 5.56384, -3.61762)  0.41
O (5.74411, 1.56520, 4.01152)  -0.64
H (5.86011, 1.19482, 3.12365)  0.32
H (6.12955, 2.45195, 3.94756)  0.33
O (-4.81490, -1.79632, -4.82989)  -0.62
H (-4.69890, -2.16670, -5.71775)  0.30
H (-4.42946, -0.90957, -4.89384)  0.32
O (-2.24166, 1.37017, 6.83705)  -0.59
H (-3.08212, 1.80201, 7.05172)  0.28
H (-1.88196, 1.11571, 7.70009)  0.29
O (-4.29185, -5.57117, -1.34556)  -0.58
H (-4.90974, -6.28920, -1.54945)  0.27
H (-3.52037, -5.76152, -1.90015)  0.31

Values from the calculation:
E_LUMO	0.0489	Ha
net charge	-1
strongest force on any atom	9.47	eV/A
E_tot	-103615.93750	eV
HOMO level	-6.217	eV
gap between HOMO and LUMO	7.5	eV

=====

Entry 3:
Molecular formula: C20H23CeClN2
Method: DFT, ωB97M-V/def2-TZVPD

Last column: Mulliken charge in e.
Geometry (Å):
C (0.20887, 0.69866, -5.65750)  1.20
C (1.59687, 1.21936, -5.68590)  -1.20
C (-0.03463, -0.71474, -6.03370)  -1.21
C (-0.91803, 1.66036, -5.72040)  -1.20
Cl (0.07307, 0.19596, -2.22600)  -0.32
H (-0.04543, -0.85674, -7.12610)  0.40
H (-0.99933, -1.07214, -5.67060)  0.36
H (0.74057, -1.37834, -5.64790)  0.36
H (1.92207, 1.47636, -6.70670)  0.40
H (2.31447, 0.48766, -5.31240)  0.36
H (1.70207, 2.13066, -5.09520)  0.36
H (-1.10993, 2.00596, -6.74860)  0.40
H (-0.72303, 2.55596, -5.12900)  0.36
H (-1.85113, 1.21776, -5.36910)  0.36
C (1.60197, -1.01704, 2.02440)  -0.26
C (1.01417, -2.13064, 1.38470)  -0.89
C (1.44367, -2.14694, 0.03290)  -0.40
H (0.36437, -2.85184, 1.84990)  0.59
C (2.31107, -1.04454, -0.14770)  -0.78
C (2.40827, -0.35354, 1.07340)  -0.29
H (3.00377, 0.52256, 1.26640)  0.49
H (1.48947, -0.74504, 3.05980)  0.76
H (1.17327, -2.86824, -0.71890)  0.55
H (2.76967, -0.75654, -1.07690)  0.56
C (-1.97203, 0.77496, 1.55940)  -0.04
C (-1.83683, -0.55354, 2.00970)  0.16
C (-2.12993, -1.41584, 0.92780)  -0.91
H (-1.54813, -0.86044, 3.00150)  0.42
C (-2.44573, -0.62544, -0.19250)  -0.30
C (-2.33983, 0.73176, 0.19040)  -0.97
H (-2.50323, 1.58156, -0.44720)  0.53
H (-1.84983, 1.66496, 2.15220)  0.55
H (-2.10443, -2.49264, 0.95250)  0.52
H (-2.67933, -0.98484, -1.17910)  0.53
Ce (-0.02803, -0.17484, 0.29780)  0.68
N (3.18817, -0.36894, 6.25600)  -0.41
C (2.17907, -0.01084, 5.82210)  0.05
C (0.94407, 0.42246, 5.29960)  0.79
C (-0.25003, 0.04986, 5.90330)  -0.54
C (-1.38783, 0.54796, 5.35040)  -0.43
C (-1.30573, 1.19446, 4.12900)  -0.47
N (-0.16083, 0.89316, 3.27500)  0.05
C (0.94817, 1.00956, 4.03910)  -1.05
H (-0.32073, -0.54984, 6.80060)  0.52
H (-2.37543, 0.37446, 5.79400)  0.45
H (-2.35563, 1.36676, 3.90100)  0.30
H (1.87797, 1.19046, 3.53870)  0.61

Values from the calculation:
E_LUMO	-0.2978	Ha
ΔE to the lowest compared entry with this formula, charge and spin	307.4	kJ/mol
net charge	+2
strongest force on any atom	6.17	eV/A
E_tot	-49525.20216	eV
HOMO level	-14.813	eV
gap between HOMO and LUMO	6.7	eV

=====

Entry 4:
Molecular formula: C6H13BO2
Method: DFT, ωB97M-V/def2-TZVPD

Last column: natural (NBO) charge in e.
Geometry (Å):
C (1.11783, -0.94402, -1.22172)  -0.66
C (-0.02962, -0.05051, -0.83202)  0.30
C (-1.43439, -0.55250, -1.10256)  -0.64
O (0.26291, 1.23621, -1.84704)  -0.75
B (1.04744, 2.07069, -1.14960)  0.92
O (1.25609, 1.63013, 0.15884)  -0.73
C (0.30827, 0.56938, 0.53420)  0.24
C (0.89968, -0.47245, 1.44990)  -0.66
C (-0.87335, 1.42949, 1.21705)  -0.61
H (1.28325, -0.89142, -2.24045)  0.24
H (1.14151, -1.94762, -0.74298)  0.22
H (2.14091, -0.47688, -0.77670)  0.22
H (-2.13104, 0.26798, -1.07042)  0.23
H (-1.65121, -1.34005, -0.42880)  0.22
H (-1.49800, -0.98300, -2.07469)  0.23
H (1.35672, 3.27676, -1.42129)  -0.08
H (1.40943, 0.09152, 2.28131)  0.23
H (1.68710, -1.07497, 0.98607)  0.23
H (0.17992, -1.01804, 2.05758)  0.23
H (-0.37777, 1.98087, 1.96489)  0.22
H (-1.72674, 0.79672, 1.57314)  0.20
H (-1.22382, 2.11214, 0.55349)  0.21

Values from the calculation:
E_LUMO	0.0266	Ha
ΔE to the lowest compared entry with this formula, charge and spin	0.0	kJ/mol
strongest force on any atom	4.38	eV/A
E_tot	-11205.18554	eV
HOMO level	-10.222	eV
SMILES	CC1(C)OBOC1(C)C
gap between HOMO and LUMO	10.9	eV